Run P
{"formula": "C44H48F2IMnN5O2PS", "method": "the ωB97M-V functional and the def2-TZVPD basis", "spin_multiplicity": 6, "charge": -1, "s_squared": 8.756, "gap_ev": [6.3, 6.6], "species": ["Mn", "F", "C", "C", "C", "C", "C", "F", "C", "C", "C", "C", "C", "C", "N", "H", "H", "H", "H", "H", "H", "C", "C", "C", "P", "C", "C", "C", "C", "C", "C", "C", "C", "C", "C", "N", "C", "C", "C", "C", "C", "C", "C", "C", "C", "H", "H", "H", "H", "H", "H", "H", "H", "H", "H", "H", "H", "H", "H", "H", "H", "H", "H", "H", "H", "H", "H", "H", "H", "H", "H", "H", "H", "H", "H", "H", "C", "C", "C", "N", "N", "C", "N", "S", "H", "H", "H", "H", "H", "H", "H", "I", "C", "C", "C", "C", "C", "C", "C", "O", "O", "H", "H", "H", "H"], "positions_angstrom": [[-0.24, -0.10, -0.90], [-5.23, 2.40, -0.79], [-4.50, 1.28, -0.56], [-3.14, 1.29, -0.74], [-2.38, 0.14, -0.50], [-3.05, -1.02, -0.07], [-4.43, -0.98, 0.10], [-5.15, -2.07, 0.49], [-5.19, 0.16, -0.14], [-2.24, -2.26, 0.12], [-2.74, -3.47, 0.60], [-1.90, -4.56, 0.74], [-0.56, -4.43, 0.41], [-0.14, -3.21, -0.06], [-0.94, -2.16, -0.21], [-2.68, 2.21, -1.08], [-6.26, 0.15, 0.00], [-3.78, -3.57, 0.85], [-2.29, -5.50, 1.11], [0.14, -5.26, 0.50], [0.90, -3.04, -0.34], [4.92, -2.36, -0.75], [3.46, -2.18, -0.33], [3.30, -2.39, 1.17], [2.50, -0.68, -0.92], [3.33, -0.34, -2.54], [2.94, 1.02, -3.10], [2.96, -1.46, -3.52], [2.97, 0.74, 0.11], [4.25, 0.90, 0.64], [4.64, 1.99, 1.39], [6.03, 2.12, 1.95], [3.68, 2.99, 1.58], [2.42, 2.90, 1.05], [1.98, 1.76, 0.31], [0.74, 1.65, -0.20], [-0.14, 2.77, -0.09], [-0.32, 3.62, -1.19], [0.46, 3.40, -2.45], [-1.26, 4.64, -1.12], [-2.03, 4.86, 0.02], [-3.09, 5.92, 0.04], [-1.83, 4.02, 1.10], [-0.90, 2.98, 1.06], [-0.76, 2.06, 2.24], [5.25, -3.36, -0.46], [5.58, -1.66, -0.24], [5.08, -2.25, -1.82], [2.91, -2.99, -0.83], [3.91, -1.67, 1.73], [3.65, -3.39, 1.45], [2.27, -2.28, 1.50], [4.41, -0.34, -2.36], [1.87, 1.05, -3.30], [3.46, 1.20, -4.04], [3.20, 1.82, -2.41], [1.88, -1.45, -3.69], [3.26, -2.45, -3.17], [3.45, -1.29, -4.49], [4.99, 0.13, 0.44], [6.63, 1.23, 1.72], [6.03, 2.23, 3.04], [6.56, 2.99, 1.54], [3.95, 3.88, 2.14], [1.71, 3.71, 1.20], [0.16, 2.48, -2.95], [1.53, 3.33, -2.24], [0.30, 4.23, -3.15], [-1.39, 5.28, -1.98], [-2.80, 6.79, -0.56], [-3.27, 6.27, 1.06], [-4.03, 5.54, -0.35], [-2.42, 4.16, 2.00], [-1.32, 2.44, 3.10], [0.28, 1.95, 2.52], [-1.14, 1.07, 1.98], [-2.26, -2.90, 5.44], [-2.41, -1.73, 4.48], [-1.10, -1.27, 3.92], [-0.71, -1.56, 2.73], [0.52, -1.04, 2.40], [1.05, -0.39, 3.38], [2.29, 0.19, 3.33], [0.07, -0.34, 4.82], [-3.23, -3.22, 5.82], [-1.64, -2.64, 6.30], [-1.79, -3.75, 4.94], [-2.91, -0.89, 4.97], [-3.02, -2.01, 3.62], [2.64, 0.30, 2.38], [2.41, 1.03, 3.88], [-5.51, -4.58, -2.39], [-4.11, -3.12, -2.93], [-2.76, -3.44, -2.91], [-1.84, -2.44, -3.19], [-2.26, -1.15, -3.50], [-3.61, -0.87, -3.57], [-4.55, -1.85, -3.27], [-1.24, -0.04, -3.70], [-1.50, 0.87, -4.48], [-0.17, -0.16, -2.99], [-2.44, -4.43, -2.64], [-0.78, -2.64, -3.12], [-3.92, 0.13, -3.83], [-5.61, -1.62, -3.27]], "mulliken_charge": [0.225, -0.428, 0.237, 0.127, -0.108, -0.071, 0.936, -0.467, -1.045, 0.697, -1.016, -1.405, -0.778, -0.852, 1.674, 0.463, 0.493, 0.777, 0.474, 0.526, -0.044, -1.725, 0.180, -1.133, 1.690, 0.291, -1.244, -1.489, -0.893, -0.086, 0.505, -1.859, -1.207, -0.296, 0.502, 0.887, -0.877, 0.907, -1.108, -1.281, 0.803, -1.659, -1.119, 1.275, -0.717, 0.486, 0.245, 0.337, 0.562, 0.197, 0.487, 0.066, 0.637, -0.074, 0.626, 0.192, 0.004, 0.337, 0.489, 0.012, 0.380, 0.334, 0.335, 0.297, 0.486, -0.017, 0.117, 0.530, 0.386, 0.377, 0.399, 0.242, 0.322, 0.446, 0.143, -0.282, -1.207, -0.186, 0.412, -0.327, -0.099, 0.073, -0.256, -0.250, 0.404, 0.318, 0.309, 0.366, -0.041, -0.126, 0.392, 0.007, -0.351, -0.401, 0.125, 0.530, -0.688, -0.371, -0.295, -0.792, -0.015, 0.463, 0.306, 0.455, 0.383]}

=====

Run Q
{"formula": "C44H48F2IMnN5O2PS", "method": "the ωB97M-V functional and the def2-TZVPD basis", "spin_multiplicity": 6, "charge": -1, "s_squared": 8.756, "gap_ev": [6.2, 6.4], "species": ["Mn", "F", "C", "C", "C", "C", "C", "F", "C", "C", "C", "C", "C", "C", "N", "H", "H", "H", "H", "H", "H", "C", "C", "C", "P", "C", "C", "C", "C", "C", "C", "C", "C", "C", "C", "N", "C", "C", "C", "C", "C", "C", "C", "C", "C", "H", "H", "H", "H", "H", "H", "H", "H", "H", "H", "H", "H", "H", "H", "H", "H", "H", "H", "H", "H", "H", "H", "H", "H", "H", "H", "H", "H", "H", "H", "H", "C", "C", "C", "N", "N", "C", "N", "S", "H", "H", "H", "H", "H", "H", "H", "I", "C", "C", "C", "C", "C", "C", "C", "O", "O", "H", "H", "H", "H"], "positions_angstrom": [[0.25, 0.08, -0.12], [4.18, -3.83, -0.19], [3.90, -2.51, -0.10], [2.60, -2.11, 0.13], [2.27, -0.75, 0.23], [3.33, 0.18, 0.08], [4.62, -0.28, -0.19], [5.64, 0.59, -0.42], [4.94, -1.62, -0.28], [3.02, 1.62, 0.16], [3.97, 2.59, 0.54], [3.61, 3.92, 0.61], [2.31, 4.28, 0.30], [1.43, 3.27, -0.05], [1.76, 1.99, -0.11], [1.84, -2.88, 0.19], [5.94, -1.94, -0.52], [4.97, 2.28, 0.79], [4.33, 4.66, 0.91], [1.97, 5.31, 0.32], [0.40, 3.50, -0.30], [-3.38, 4.19, -0.16], [-2.34, 3.26, 0.47], [-2.70, 2.99, 1.93], [-1.90, 1.68, -0.45], [-2.31, 2.11, -2.21], [-2.38, 0.86, -3.07], [-1.25, 3.07, -2.75], [-3.16, 0.45, -0.02], [-4.52, 0.78, -0.01], [-5.53, -0.12, 0.29], [-6.98, 0.28, 0.28], [-5.12, -1.42, 0.59], [-3.80, -1.80, 0.57], [-2.75, -0.89, 0.24], [-1.45, -1.27, 0.21], [-1.18, -2.66, 0.12], [-1.51, -3.36, -1.06], [-2.10, -2.64, -2.24], [-1.22, -4.71, -1.16], [-0.59, -5.41, -0.14], [-0.22, -6.86, -0.30], [-0.26, -4.71, 1.01], [-0.54, -3.35, 1.15], [-0.13, -2.66, 2.42], [-3.42, 5.12, 0.41], [-4.38, 3.76, -0.13], [-3.16, 4.45, -1.19], [-1.39, 3.81, 0.48], [-3.62, 2.41, 2.01], [-2.84, 3.94, 2.45], [-1.91, 2.44, 2.43], [-3.29, 2.60, -2.21], [-1.44, 0.30, -3.01], [-2.55, 1.14, -4.11], [-3.19, 0.20, -2.75], [-0.27, 2.59, -2.75], [-1.17, 4.00, -2.18], [-1.49, 3.34, -3.79], [-4.81, 1.80, -0.25], [-7.09, 1.35, 0.13], [-7.48, 0.01, 1.21], [-7.53, -0.22, -0.53], [-5.87, -2.16, 0.84], [-3.54, -2.82, 0.79], [-1.47, -1.79, -2.49], [-3.11, -2.27, -2.03], [-2.14, -3.30, -3.10], [-1.46, -5.23, -2.09], [-0.94, -7.39, -0.93], [-0.19, -7.37, 0.67], [0.76, -6.97, -0.76], [0.26, -5.22, 1.82], [0.60, -3.27, 2.96], [-0.98, -2.50, 3.08], [0.33, -1.69, 2.22], [2.75, 2.91, 5.40], [2.97, 1.60, 4.65], [1.71, 1.10, 4.00], [1.40, 1.32, 2.78], [0.19, 0.81, 2.41], [-0.41, 0.20, 3.38], [-1.64, -0.38, 3.26], [0.49, 0.20, 4.87], [3.68, 3.24, 5.87], [1.99, 2.80, 6.18], [2.42, 3.69, 4.71], [3.37, 0.83, 5.32], [3.69, 1.73, 3.84], [-1.86, -0.66, 2.30], [-1.87, -1.09, 3.94], [7.25, 0.65, -4.29], [5.28, 0.10, -3.85], [4.40, 1.06, -3.37], [3.10, 0.68, -3.06], [2.68, -0.64, -3.23], [3.58, -1.57, -3.73], [4.88, -1.21, -4.04], [1.29, -1.08, -2.81], [0.93, -2.22, -3.07], [0.62, -0.19, -2.18], [4.72, 2.08, -3.21], [2.40, 1.39, -2.65], [3.23, -2.59, -3.85], [5.58, -1.95, -4.41]], "mulliken_charge": [1.070, -0.430, 0.314, 0.573, -0.935, 1.363, 0.230, -0.510, -0.849, 0.042, -0.995, -0.916, -0.929, -0.638, 1.253, 0.268, 0.493, 0.621, 0.405, 0.488, 0.003, -1.721, 1.027, -1.392, 1.762, 0.048, -1.236, -1.347, -0.908, -0.038, 0.669, -1.733, -1.163, 0.193, -1.082, 1.899, -1.283, 1.610, -1.057, -1.126, 0.725, -1.674, -0.867, 0.008, -0.622, 0.508, 0.255, 0.316, 0.209, 0.228, 0.499, 0.227, 0.834, -0.182, 0.616, 0.246, -0.024, 0.348, 0.533, 0.043, 0.361, 0.351, 0.321, 0.325, 0.527, -0.158, 0.278, 0.472, 0.345, 0.409, 0.386, 0.268, 0.343, 0.456, 0.224, -0.431, -1.109, -0.369, 0.245, -0.666, 0.535, -0.098, -0.306, -0.251, 0.366, 0.318, 0.291, 0.385, 0.067, -0.193, 0.353, 0.011, -0.120, -0.479, 0.222, 0.213, -0.482, -0.557, -0.486, -0.772, -0.290, 0.415, 0.122, 0.514, 0.374]}

=====

Stability order, top to bottom: run P, run Q

=====

Run P
{"formula": "C4H4N2S", "method": "the ωB97M-V functional and the def2-TZVPD basis", "smiles": "S=Cn1ccnc1", "gap_ev": 8.6, "species": ["S", "C", "N", "C", "C", "N", "C", "H", "H", "H", "H"], "positions_angstrom": [[3.14, 0.18, -0.04], [1.78, -0.64, 0.16], [0.51, -0.14, -0.01], [0.02, 1.16, -0.03], [-1.36, 1.06, 0.07], [-1.73, -0.25, -0.01], [-0.66, -0.97, -0.11], [1.93, -1.73, 0.48], [0.79, 1.88, 0.06], [-1.92, 1.95, 0.13], [-0.45, -2.03, -0.25]], "nbo_charge": [0.018, -0.108, -0.419, -0.072, -0.075, -0.425, 0.200, 0.225, 0.235, 0.217, 0.204]}

=====

Run Q
{"formula": "C4H4N2S", "method": "the ωB97M-V functional and the def2-TZVPD basis", "smiles": "C#CC(=S)NN=C", "gap_ev": 8.3, "species": ["C", "C", "C", "S", "N", "N", "C", "H", "H", "H", "H"], "positions_angstrom": [[-0.57, -2.17, 0.19], [-0.20, -1.11, 0.65], [0.26, 0.08, 1.28], [0.42, 0.17, 2.92], [0.61, 1.14, 0.49], [0.72, 1.23, -0.88], [-0.24, 0.76, -1.58], [-0.90, -3.10, -0.19], [1.14, 1.85, 0.97], [-1.13, 0.30, -1.20], [-0.11, 0.84, -2.66]], "nbo_charge": [-0.144, -0.085, -0.005, -0.078, -0.409, -0.227, -0.081, 0.242, 0.412, 0.180, 0.193]}

=====

Run R
{"formula": "C4H4N2S", "method": "the ωB97M-V functional and the def2-TZVPD basis", "gap_ev": [6.7, 6.7], "species": ["C", "C", "C", "C", "N", "N", "S", "H", "H", "H", "H"], "positions_angstrom": [[-1.18, -0.05, 0.77], [0.61, 0.55, -0.81], [-1.05, -1.32, 1.08], [1.75, -0.07, -1.08], [-1.53, 1.12, 0.70], [-1.23, 2.14, 0.05], [0.21, 2.23, -0.74], [-1.59, -1.74, 1.88], [-0.46, -2.05, 0.57], [2.80, 0.27, -1.07], [1.67, -1.08, -1.35]], "nbo_charge": [0.382, -0.397, -0.508, -0.455, -0.214, -0.291, 0.616, 0.228, 0.246, 0.198, 0.194]}

=====

Stability order, top to bottom: run P, run Q, run R

=====

Run P
{"formula": "C11H15NSi", "method": "the ωB97M-V functional and the def2-TZVPD basis", "smiles": "C/N=C1\\C[Si](C)(C)c2ccccc21", "gap_ev": 9.4, "species": ["C", "N", "C", "C", "Si", "C", "C", "C", "C", "C", "C", "C", "C", "H", "H", "H", "H", "H", "H", "H", "H", "H", "H", "H", "H", "H", "H", "H"], "positions_angstrom": [[-0.68, -3.64, -0.02], [0.48, -2.66, 0.13], [0.30, -1.51, -0.28], [-0.98, -0.79, -0.73], [-0.78, 1.01, -0.10], [-1.46, 2.35, -1.18], [-1.53, 1.18, 1.67], [1.17, 0.86, 0.06], [2.24, 1.70, 0.25], [3.57, 1.14, 0.24], [3.84, -0.23, 0.01], [2.78, -1.10, -0.18], [1.49, -0.57, -0.10], [-1.38, -3.24, -0.67], [-0.20, -4.55, -0.50], [-1.10, -3.67, 0.97], [-1.92, -1.22, -0.36], [-1.12, -0.83, -1.91], [-1.42, 3.26, -0.59], [-1.00, 2.68, -2.05], [-2.57, 2.21, -1.29], [-1.52, 2.15, 2.13], [-2.50, 0.77, 1.77], [-0.89, 0.45, 2.19], [2.24, 2.86, 0.50], [4.47, 1.76, 0.01], [4.74, -0.79, -0.13], [2.96, -2.14, -0.56]], "nbo_charge": [-0.444, -0.402, 0.268, -0.950, 1.606, -1.123, -1.080, -0.416, -0.211, -0.220, -0.215, -0.177, -0.064, 0.175, 0.212, 0.208, 0.244, 0.263, 0.243, 0.246, 0.245, 0.241, 0.232, 0.238, 0.221, 0.214, 0.218, 0.230]}

=====

Run Q
{"formula": "C11H15NSi", "method": "the ωB97M-V functional and the def2-TZVPD basis", "gap_ev": [5.2, 5.2], "species": ["C", "C", "C", "C", "C", "C", "C", "C", "C", "C", "C", "N", "Si", "H", "H", "H", "H", "H", "H", "H", "H", "H", "H", "H", "H", "H", "H", "H"], "positions_angstrom": [[1.44, 2.70, 2.31], [2.37, 2.51, 1.30], [0.55, 1.65, 2.79], [2.34, 1.35, 0.54], [0.75, 0.43, 2.18], [1.58, 0.30, 1.06], [0.10, -0.92, 2.34], [0.55, -1.75, 1.31], [1.55, -1.09, 0.55], [-2.20, 0.06, -3.44], [-2.24, -1.42, -0.57], [0.34, -0.52, -1.78], [-1.18, -1.15, -2.17], [1.37, 3.70, 2.70], [3.07, 3.27, 0.80], [-0.08, 1.73, 3.63], [2.96, 1.25, -0.31], [-0.76, -0.97, 2.91], [0.10, -2.73, 1.01], [2.01, -1.42, -0.34], [-2.24, 1.17, -3.06], [-1.63, 0.02, -4.32], [-3.23, -0.21, -3.58], [-1.62, -2.09, -0.10], [-2.44, -0.52, 0.06], [-3.26, -1.78, -0.78], [1.09, -1.06, -2.15], [-1.28, -2.50, -2.90]], "nbo_charge": [-0.182, -0.225, -0.177, -0.110, -0.068, -0.127, -0.066, -0.296, 0.074, -1.044, -1.078, -1.196, 1.489, 0.218, 0.228, 0.223, 0.220, 0.212, 0.241, 0.239, 0.221, 0.215, 0.221, 0.206, 0.228, 0.234, 0.339, -0.240]}

=====

Stability order, top to bottom: run P, run Q

=====

Run P
{"formula": "C6H15N", "method": "the ωB97M-V functional and the def2-TZVPD basis", "gap_ev": 5.2, "species": ["C", "C", "C", "C", "N", "C", "C", "H", "H", "H", "H", "H", "H", "H", "H", "H", "H", "H", "H", "H", "H", "H"], "positions_angstrom": [[-0.74, 0.65, -0.87], [-1.92, 0.90, -0.05], [-3.12, 0.01, -0.31], [-0.90, 0.37, 0.99], [1.57, -0.41, 0.03], [2.71, 0.48, 0.18], [2.05, -1.75, -0.14], [0.02, 1.45, -1.04], [-0.67, -0.33, -1.31], [-1.43, 0.56, 1.98], [-2.22, 1.92, 0.10], [-3.67, 0.27, -1.22], [-2.82, -1.02, -0.35], [-3.90, 0.07, 0.52], [0.07, 0.84, 1.14], [-0.73, -0.71, 0.94], [2.48, 1.55, 0.39], [3.41, 0.49, -0.69], [3.38, 0.20, 1.04], [1.21, -2.44, -0.27], [2.64, -2.08, 0.74], [2.76, -1.87, -1.03]], "nbo_charge": [-0.046, -0.292, -0.607, -0.653, -0.700, -0.440, -0.426, 0.251, 0.234, 0.268, 0.229, 0.225, 0.215, 0.219, 0.313, 0.268, 0.167, 0.141, 0.160, 0.172, 0.162, 0.137]}

=====

Run Q
{"formula": "C6H15N", "method": "the ωB97M-V functional and the def2-TZVPD basis", "gap_ev": 8.7, "species": ["C", "N", "C", "C", "C", "C", "C", "H", "H", "H", "H", "H", "H", "H", "H", "H", "H", "H", "H", "H", "H", "H"], "positions_angstrom": [[0.98, -4.10, -0.64], [0.52, -0.66, -0.77], [0.36, 0.44, 0.00], [-0.80, 1.34, -0.41], [-0.52, 2.80, -0.02], [-2.04, 0.74, 0.18], [1.23, 0.71, 1.20], [0.85, -3.02, -0.64], [0.49, -4.49, 0.23], [2.02, -4.34, -0.65], [0.58, -4.54, -1.52], [1.09, 0.29, -1.00], [-0.82, 1.29, -1.57], [-1.31, 3.49, -0.33], [0.39, 3.14, -0.47], [-0.50, 2.89, 1.05], [-1.95, 0.82, 1.31], [-2.99, 1.25, -0.14], [-2.06, -0.28, -0.15], [0.69, 0.79, 2.11], [1.82, 1.66, 1.03], [1.98, -0.21, 1.22]], "nbo_charge": [-0.857, -0.682, 0.299, -0.294, -0.613, -0.602, -0.711, 0.245, 0.201, 0.204, 0.205, 0.368, 0.229, 0.217, 0.207, 0.202, 0.198, 0.220, 0.233, 0.240, 0.235, 0.255]}

=====

Stability order, top to bottom: run Q, run P

=====

Run P
{"formula": "C2H3ClN", "method": "the ωB97M-V functional and the def2-TZVPD basis", "smiles": "[NH3+]C#CCl", "charge": 1, "gap_ev": [7.8, 7.8], "species": ["N", "C", "C", "Cl", "H", "H", "H"], "positions_angstrom": [[-1.15, -0.04, 0.01], [0.23, 0.23, -0.04], [1.97, -0.25, -0.08], [3.48, 0.11, 0.03], [-1.49, -0.61, 0.80], [-1.56, -0.37, -0.88], [-1.47, 0.94, 0.16]], "nbo_charge": [-0.776, 0.003, 0.005, 0.367, 0.451, 0.456, 0.495]}

=====

Run Q
{"formula": "C2H3ClN", "method": "the ωB97M-V functional and the def2-TZVPD basis", "charge": 1, "gap_ev": [8.4, 8.3], "species": ["C", "C", "N", "Cl", "H", "H", "H"], "positions_angstrom": [[-0.78, 0.72, -1.17], [1.04, -0.46, -0.10], [0.18, 0.17, -0.84], [1.75, -1.77, -0.75], [-1.55, 1.22, -1.83], [1.36, -0.16, 0.92], [-0.06, -1.51, 1.33]], "nbo_charge": [0.445, -0.114, -0.281, 0.220, 0.326, 0.302, 0.102]}

=====

Stability order, top to bottom: run Q, run P